Record 1
A molecular structure, C24H18EuN8O2S4. Source: the OMol25 dataset; level of theory: ωB97M-V with the def2-TZVPD basis set.

```
57
Properties=species:S:1:pos:R:3
Eu 1.56236 -0.69614 -0.54747
N 4.06956 0.93125 3.30204
C 3.19720 0.52375 2.30662
S 3.92789 0.06243 0.80860
N 1.94573 0.55344 2.67856
N 1.02539 0.09487 1.74355
C -0.17925 0.31833 2.11695
C -1.40121 0.02930 1.36529
C -2.54274 0.75121 1.72241
C -3.73901 0.63058 1.03696
C -3.79891 -0.26220 -0.03496
C -2.69065 -1.00334 -0.39753
C -1.45625 -0.87738 0.27674
O -0.42020 -1.57374 -0.09839
H 4.96365 1.25074 2.97099
H 3.64346 1.46681 4.04085
H -0.30976 0.84737 3.06121
H -2.46784 1.44387 2.55592
H -4.60461 1.21107 1.32946
H -4.72557 -0.38343 -0.58650
H -2.73052 -1.70692 -1.22276
O 2.26019 -2.60232 0.56844
N 1.73274 -3.78836 0.36000
C 1.46119 -4.55368 1.43645
C 0.94932 -5.81579 1.30769
C 0.71238 -6.30795 0.02306
C 0.99304 -5.51709 -1.06287
C 1.51083 -4.21522 -0.92245
S 1.88896 -3.17236 -2.22088
H 1.68047 -4.07454 2.37820
H 0.73915 -6.39470 2.19529
H 0.30787 -7.30270 -0.11646
H 0.82140 -5.86119 -2.07275
N -1.55065 2.81282 -1.67411
C -1.10119 3.53865 -0.58791
C -1.48743 4.76398 -0.05790
C -0.79613 5.19777 1.05736
C 0.24646 4.43747 1.61351
C 0.62402 3.22178 1.07718
C -0.07599 2.76677 -0.03844
N 0.07293 1.59708 -0.77352
C -0.81228 1.66916 -1.72502
C -1.00559 0.64055 -2.74205
C -1.93932 0.63950 -3.72710
S -1.80321 -0.79402 -4.63903
C -0.48884 -1.29231 -3.65071
N -0.18065 -0.45910 -2.71116
H -2.30673 3.05496 -2.28678
H -2.28581 5.35049 -0.49547
H -1.05939 6.14648 1.50853
H 0.77324 4.82015 2.47874
H 1.43430 2.64215 1.50182
H -2.69636 1.37520 -3.94660
H 0.01701 -2.23851 -3.79661
S 2.88505 3.49727 -2.30812
C 2.69384 1.88203 -2.21860
N 2.51645 0.72372 -2.16024
```

Summary:
**Energy**: -3817.2190 a.u.
**Charge**: -1
**HOMO (spin up / spin down)**: -4.55 / -4.55 eV
**Gap between HOMO and LUMO (spin up / spin down)**: 6.6 / 6.6 eV
**Multiplicity**: 7

Record 2
A molecular structure, C24H19AuClIN5O5. Source: the OMol25 dataset; level of theory: ωB97M-V with the def2-TZVPD basis set.

```
56
Properties=species:S:1:pos:R:3
Au 0.10174 -0.11604 0.25270
O -3.85503 0.91573 0.64941
C -2.78831 0.38193 0.55972
N -1.54536 0.96699 0.73953
C -1.38912 2.33118 0.94941
O -2.25489 3.11894 1.18808
C 0.04783 2.75419 0.87133
C 0.37820 4.08482 1.03873
C 1.70669 4.46194 0.92696
C 2.65988 3.49243 0.64315
C 2.25311 2.18236 0.48127
N 0.97345 1.83503 0.60514
C -2.68426 -1.07346 0.20483
C -3.82965 -1.83729 0.08471
C -3.70931 -3.16441 -0.29486
C -2.44637 -3.67724 -0.56347
C -1.34691 -2.85126 -0.42741
N -1.47812 -1.58530 -0.03726
H -0.42313 4.78317 1.23591
H 1.99115 5.49818 1.04742
H 3.70576 3.74155 0.54020
H 2.95522 1.39414 0.24489
H -4.78004 -1.36071 0.28097
H -4.58935 -3.78508 -0.39311
H -2.30947 -4.70052 -0.88074
H -0.34434 -3.19712 -0.64004
I 5.11851 -3.86605 0.20774
C 3.57271 -2.59227 -0.31974
C 3.27895 -2.09213 -1.57895
N 2.19565 -1.31911 -1.45294
N 1.77606 -1.29976 -0.18360
C 2.59567 -2.06834 0.52862
H 3.77122 -2.23918 -2.52524
H 1.63607 -0.81456 -2.15025
H 2.46898 -2.21678 1.58828
C -0.01881 2.82174 -4.99707
C 0.22682 1.73500 -6.01465
C 0.85574 2.09970 -7.20449
C 1.23819 1.17757 -8.15929
Cl 2.02624 1.69853 -9.60122
C 1.01298 -0.17405 -7.93979
C 0.36861 -0.55819 -6.78608
C -0.06328 0.37176 -5.83251
O -0.73841 -0.22046 -4.80461
C -1.51169 0.44340 -3.84328
C -0.72166 0.77339 -2.51773
O -1.07780 1.77339 -1.89122
O 0.16864 -0.07825 -2.21341
H 0.58371 3.69314 -5.24872
H 0.25217 2.51477 -3.99080
H -1.06025 3.14438 -4.96988
H 1.05899 3.14837 -7.38213
H 1.33104 -0.90620 -8.66892
H 0.15963 -1.60175 -6.59049
H -2.27175 -0.27749 -3.52770
H -1.98967 1.35409 -4.19274
```

Summary:
**Energy**: -2469.2800 a.u.
**Charge**: +1
**HOMO**: -9.86 eV
**Gap between HOMO and LUMO**: 4.3 eV
**Multiplicity**: 1

Record 3
A molecular structure, C24H19AuClIN5O5. Source: the OMol25 dataset; level of theory: ωB97M-V with the def2-TZVPD basis set.

```
56
Properties=species:S:1:pos:R:3
Au -1.09091 -0.43077 -0.13552
O -3.70626 -3.00183 1.55095
C -2.88353 -2.18479 1.26469
N -2.54713 -1.74125 -0.02179
C -3.09920 -2.22289 -1.20715
O -3.97119 -3.03481 -1.31075
C -2.45277 -1.56276 -2.38474
C -2.82836 -1.89479 -3.66321
C -2.26654 -1.20184 -4.72427
C -1.36179 -0.19024 -4.45792
C -1.00556 0.08630 -3.15075
N -1.53846 -0.60316 -2.13144
C -2.04628 -1.47824 2.30074
C -2.24380 -1.66700 3.64847
C -1.49080 -0.91436 4.53959
C -0.57151 0.00520 4.05394
C -0.40244 0.13461 2.68972
N -1.12613 -0.60974 1.85034
H -3.56107 -2.68023 -3.79021
H -2.54034 -1.44337 -5.74252
H -0.92297 0.39692 -5.25178
H -0.29833 0.86003 -2.90306
H -2.98614 -2.38906 3.96068
H -1.62511 -1.04028 5.60557
H 0.01405 0.62210 4.71991
H 0.31185 0.81493 2.24786
I -6.03022 3.82426 1.17120
C -4.21183 3.07907 0.57744
C -3.33518 3.62763 -0.33030
N -2.27561 2.80407 -0.39125
N -2.40603 1.74541 0.42441
C -3.58505 1.90648 1.01867
H -3.39944 4.52962 -0.91582
H -1.43236 2.85463 -0.95504
H -3.94490 1.18865 1.74129
C 3.41165 0.98085 1.58158
C 4.18308 0.00252 0.71871
C 5.15510 -0.76804 1.36608
C 5.87670 -1.74339 0.71597
Cl 7.07461 -2.65705 1.58399
C 5.64054 -2.00245 -0.62150
C 4.70008 -1.24057 -1.28439
C 3.99347 -0.23334 -0.64113
O 3.14728 0.43808 -1.51188
C 2.50580 1.64628 -1.20580
C 1.02542 1.43380 -0.94974
O 0.19121 2.20388 -1.41057
O 0.74441 0.39048 -0.21979
H 3.47551 0.66098 2.62145
H 2.35863 1.01876 1.31246
H 3.82120 1.99255 1.53709
H 5.33866 -0.59439 2.41931
H 6.18941 -2.77797 -1.13736
H 4.50327 -1.39860 -2.33679
H 2.57800 2.29220 -2.07924
H 2.94732 2.16695 -0.35638
```

Summary:
**Energy**: -2469.3083 a.u.
**Charge**: +1
**HOMO**: -10.60 eV
**Gap between HOMO and LUMO**: 6.3 eV
**Multiplicity**: 1

Record 4
A molecular structure, C24H19BrCl2N2O6PTi. Source: the OMol25 dataset; level of theory: ωB97M-V with the def2-TZVPD basis set.

```
56
Properties=species:S:1:pos:R:3
Ti -0.24178 -0.72384 -0.68702
O 3.27822 0.11212 0.52493
Cl 2.06808 0.85171 0.30693
O 2.24169 2.23294 0.62329
O 1.61562 0.70046 -1.09800
O 0.96008 0.28819 1.07936
Br 1.50204 -3.13900 1.45310
C 1.80507 -3.21848 -0.40041
C 2.76021 -4.08768 -0.89581
C 2.97595 -4.12302 -2.24235
C 2.20886 -3.30389 -3.05366
C 1.27756 -2.48029 -2.47126
N 1.08147 -2.40235 -1.16122
C 0.32987 -1.63722 -3.35241
O 0.49090 -1.67366 -4.55696
O -0.57548 -1.05245 -2.70068
H 3.31570 -4.71219 -0.21126
H 3.72884 -4.78189 -2.65552
H 2.29270 -3.28067 -4.13082
N -2.22248 1.18308 2.07777
C -2.02910 2.47111 1.65443
C -1.86255 3.48378 2.60975
C -1.73495 4.80628 2.24268
C -1.78479 5.17163 0.90216
C -1.94872 4.18010 -0.05141
C -2.05928 2.83070 0.29007
P -2.07955 1.52478 -0.98528
C -3.79499 0.93996 -1.10844
C -4.02566 -0.11271 -1.99492
C -5.30207 -0.63151 -2.13366
C -6.34979 -0.12219 -1.37295
C -6.11699 0.90832 -0.47530
C -4.83869 1.44177 -0.34565
C -1.87147 2.44562 -2.54537
C -0.57559 2.64142 -3.01844
C -0.36177 3.34046 -4.19828
C -1.43889 3.83677 -4.91899
C -2.73364 3.63682 -4.45860
C -2.94910 2.94486 -3.27419
H -1.83839 0.96237 2.98172
H -2.15622 0.39391 1.44023
H -1.83435 3.20442 3.65747
H -1.59634 5.55868 3.01009
H -1.68662 6.20690 0.60376
H -1.97131 4.45452 -1.09845
H -3.19648 -0.52752 -2.56044
H -5.47724 -1.44816 -2.82279
H -7.34430 -0.53998 -1.47194
H -6.92738 1.29847 0.12821
H -4.64873 2.24702 0.35539
H 0.26256 2.23350 -2.46503
H 0.64815 3.48099 -4.56196
H -1.27033 4.37109 -5.84618
H -3.57620 4.01689 -5.02338
H -3.95787 2.78407 -2.91380
Cl -2.00181 -1.79061 0.64470
```

Summary:
**Energy**: -6172.1629 a.u.
**Charge**: -1
**HOMO (spin up / spin down)**: -3.61 / -5.42 eV
**Gap between HOMO and LUMO (spin up / spin down)**: 6.2 / 8.0 eV
**Multiplicity**: 3

Record 5
A molecular structure, C24H19ClN5NaO5. Source: the OMol25 dataset; level of theory: ωB97M-V with the def2-TZVPD basis set.

```
55
Properties=species:S:1:pos:R:3
Na -0.49872 -0.62584 -0.40793
Cl 6.31858 2.62526 1.20607
C 4.90898 1.93546 0.43087
C 5.06218 0.79466 -0.36263
C 3.97608 0.27536 -0.99713
C 2.65448 0.86046 -0.92673
O 1.71728 0.40016 -1.59373
C 2.54608 2.01756 -0.05233
C 1.30658 2.66736 0.19467
N 0.19038 2.40346 -0.37173
C -0.90962 3.17756 -0.23983
C -0.83762 4.56816 -0.28443
C -1.97532 5.36856 -0.20703
C -3.22392 4.81416 -0.11533
C -3.36272 3.41066 -0.11873
C -4.61722 2.77076 -0.05853
C -4.67502 1.40516 -0.04393
C -3.47022 0.67756 -0.09503
N -2.29662 1.24106 -0.14753
C -2.20812 2.57526 -0.16953
C 3.68098 2.51706 0.59897
H 6.04258 0.34566 -0.45783
H 4.07708 -0.61474 -1.60323
H 1.34478 3.45096 0.97407
H 0.13298 5.03316 -0.39493
H -1.86062 6.44706 -0.20883
H -4.10852 5.43946 -0.03923
H -5.51712 3.38126 -0.03853
H -5.62002 0.87896 0.00047
H -3.48872 -0.39994 -0.14983
H 3.58388 3.38526 1.23627
O -0.15752 -0.60094 1.76347
N 0.26588 -1.71774 2.18697
N 0.61018 -2.58184 1.28917
O 0.57628 -2.40344 0.01967
C 1.03368 -3.81474 1.78727
C 1.10728 -4.06884 3.16017
C 1.49978 -5.31334 3.60747
C 1.82998 -6.31994 2.70997
C 1.76328 -6.06574 1.34827
C 1.37038 -4.82644 0.88617
H 0.84958 -3.28394 3.85117
H 1.54678 -5.50464 4.67157
H 2.12988 -7.29404 3.07637
H 2.01768 -6.84684 0.64427
H 1.30108 -4.59904 -0.16653
N -1.26142 0.20356 -2.68423
C -1.47592 -1.16394 -3.12643
C -2.90322 -1.63484 -2.67813
O -3.78312 -1.65014 -3.55623
O -3.01512 -1.95004 -1.48163
H -1.77362 0.84176 -3.28443
H -0.27772 0.44176 -2.71773
H -0.73082 -1.79294 -2.63823
H -1.39622 -1.28084 -4.22543
```

Summary:
**Energy**: -2198.4804 a.u.
**Charge**: -2
**HOMO**: -1.92 eV
**Gap between HOMO and LUMO**: 6.0 eV
**Multiplicity**: 1

Record 6
A single C24H19FN2O3 molecule. Source: the OMol25 dataset; level of theory: ωB97M-V with the def2-TZVPD basis set.

```
49
Properties=species:S:1:pos:R:3
O 1.04165 1.32993 2.97210
C -0.14469 1.01373 2.77737
C -1.12571 2.07367 2.89560
C -2.42800 2.05346 2.27164
C -3.19154 3.29478 2.13568
C -4.03713 3.32203 1.02252
C -4.76603 4.47220 0.67630
C -4.70921 5.58220 1.58328
C -3.94464 5.47205 2.78243
C -3.23004 4.33194 3.07477
N -0.37958 -0.11856 1.99558
C 0.69748 -0.94903 1.38314
C 0.40438 -2.43316 1.29327
O -0.02768 -3.35152 2.07191
N 0.69401 -2.47387 -0.00148
C 0.57398 -3.47297 -1.06002
C 0.72928 -3.06978 -2.42653
C 0.67662 -4.09838 -3.43827
C 0.44600 -5.42364 -3.09759
F 0.46180 -6.40590 -4.02692
C 0.45968 -5.81061 -1.76393
C 0.33843 -4.87348 -0.74294
C 0.78812 -1.03810 -0.21801
C 2.02805 -0.51495 -0.87065
C 2.12384 0.81964 -1.15608
C 3.23129 1.40615 -1.78792
C 4.32228 0.61246 -2.08634
O 5.37640 1.25970 -2.68411
C 4.20694 -0.73194 -1.84174
C 3.15519 -1.35289 -1.23919
H -0.79033 3.00434 3.41857
H -2.66822 1.09544 1.89032
H -4.21690 2.43113 0.46346
H -5.53670 4.50293 -0.05999
H -5.11295 6.54801 1.23342
H -3.95140 6.36922 3.28443
H -2.59300 4.44333 3.91940
H -1.30860 -0.36291 1.68322
H 1.64171 -0.92554 1.83747
H 0.86503 -2.04172 -2.73913
H 0.80820 -3.77897 -4.44988
H 0.47026 -6.94660 -1.67774
H 0.23518 -5.16721 0.34151
H -0.19378 -0.72439 -0.56400
H 1.32350 1.42262 -0.76467
H 3.14489 2.43152 -2.08806
H 5.86136 0.64509 -3.25056
H 5.04377 -1.43772 -2.04202
H 3.20681 -2.43370 -0.92962
```

Summary:
**Energy**: -1360.9632 a.u.
**HOMO**: -8.72 eV
**Gap between HOMO and LUMO**: 8.3 eV
**Multiplicity**: 1
**SMILES string**: O=C(/C=C/c1ccccc1)N[C@H]1C(=O)N(c2ccc(F)cc2)[C@@H]1c1ccc(O)cc1

Record 7
A molecular structure, C24H19N3O5PtS. Source: the OMol25 dataset; level of theory: ωB97M-V with the def2-TZVPD basis set.

```
53
Properties=species:S:1:pos:R:3
Pt 0.02438 0.30545 -0.56249
C -2.87960 -2.75099 0.17802
C -4.01414 -2.21308 -0.41984
C -3.94175 -0.97040 -1.02113
C -2.73381 -0.27642 -1.01967
C -1.58039 -0.80753 -0.43236
C -1.67685 -2.06025 0.17182
C -2.53238 1.02613 -1.63049
C -3.59195 1.79189 -2.16428
C -3.34646 3.02030 -2.67834
C -2.02305 3.50679 -2.72792
C -1.72042 4.76675 -3.29079
C -0.42991 5.19775 -3.37371
C 0.60761 4.36605 -2.91291
C 0.34691 3.14446 -2.35440
C -0.98397 2.69418 -2.21932
N -1.27208 1.47113 -1.62824
H -2.93459 -3.72562 0.64751
H -4.94484 -2.76429 -0.42054
H -4.82348 -0.55863 -1.49622
H -0.80680 -2.50833 0.63461
H -4.59403 1.39170 -2.13187
H -4.15042 3.63292 -3.06793
H -2.53649 5.37486 -3.66152
H -0.19994 6.16305 -3.80420
H 1.63571 4.69171 -3.00439
H 1.15493 2.51729 -2.02801
O 5.06579 3.86954 1.64032
S 4.22567 2.73839 1.90265
O 4.67104 1.79423 2.89741
N 3.81511 1.95885 0.53783
C 2.51334 1.96568 0.34616
O 1.94675 1.30064 -0.57467
C 1.73357 2.77562 1.36453
C 0.38428 3.07750 1.43213
C -0.06792 3.85083 2.49492
C 0.80738 4.31870 3.47070
C 2.16511 4.03291 3.39646
C 2.59072 3.26923 2.32992
H -0.32256 2.72967 0.68918
H -1.11990 4.09639 2.56354
H 0.42812 4.91940 4.28710
H 2.86263 4.40235 4.13612
N 3.05960 -1.13888 3.51285
C 2.77886 -1.64817 2.18934
C 1.51556 -0.99018 1.68721
O 1.23704 -1.01597 0.49369
O 0.80447 -0.37329 2.58392
H 3.46166 -1.84090 4.11674
H 1.33935 -0.45936 3.42071
H 3.70382 -0.35684 3.45958
H 2.59462 -2.72423 2.21596
H 3.55991 -1.46302 1.44994
```

Summary:
**Energy**: -1984.0083 a.u.
**HOMO**: -8.47 eV
**Gap between HOMO and LUMO**: 7.7 eV
**Multiplicity**: 1

Record 8
A molecular structure, C24H19N6O4PdS. Source: the OMol25 dataset; level of theory: ωB97M-V with the def2-TZVPD basis set.

```
55
Properties=species:S:1:pos:R:3
Pd -0.83465 0.38462 -1.96674
O 0.69402 1.04321 -3.33221
C 1.74498 0.52430 -3.67012
C 2.49210 1.09791 -4.74534
C 3.73280 0.60767 -5.15084
C 4.23692 -0.45888 -4.37673
C 3.46562 -1.07076 -3.47320
C 2.26145 -0.67694 -3.11535
C 1.43932 -1.64032 -2.43030
N 0.20001 -1.48072 -2.16724
N -0.28074 -2.44124 -1.34175
C -1.56982 -2.25508 -0.97070
O -2.41884 -1.24925 -1.05587
C -2.01301 -3.39928 0.09890
C -1.46239 -4.60280 -0.01010
C -1.97650 -5.62400 0.69788
C -2.87421 -5.26204 1.75410
C -3.39984 -4.02339 1.80532
C -2.99597 -2.93014 1.00377
H 1.83265 1.68978 -5.46230
H 4.30945 1.16277 -5.84893
H 5.27651 -0.66934 -4.29055
H 3.81816 -2.00327 -3.14658
H 1.95072 -2.50602 -1.87845
H -0.79105 -4.85853 -0.81990
H -1.69581 -6.68144 0.61249
H -3.41052 -5.99101 2.39824
H -4.19792 -3.87071 2.48938
H -3.54749 -2.02231 1.09674
N 2.57108 4.16834 4.73531
C 2.24754 3.16551 3.96368
C 0.88106 2.57018 4.23780
C 0.33278 1.82573 3.32945
C 1.02415 1.37173 2.11583
C 2.38596 1.81653 1.95663
C 3.00313 2.64378 2.84126
S 0.37222 0.24667 0.90950
O 1.55937 -0.17189 0.18681
O -0.51589 -0.65215 1.58066
N -0.48562 1.16546 -0.03036
C -1.66832 1.80526 0.03401
N -2.26396 1.81056 -1.20374
C -3.41490 2.41788 -1.29934
C -4.03101 3.05710 -0.20248
C -3.37676 2.90202 1.02962
N -2.20797 2.33197 1.09249
H 1.89021 4.43166 5.52038
H 3.56698 4.50369 4.61273
H 0.47894 2.81502 5.28798
H -0.62988 1.33916 3.44780
H 2.82094 1.38084 1.04745
H 4.08471 2.88300 2.80419
H -3.88721 2.60589 -2.22404
H -4.91052 3.57082 -0.43710
H -3.81300 3.20248 1.95986
```

Summary:
**Energy**: -2081.0362 a.u.
**Charge**: +1
**HOMO (spin up / spin down)**: -10.20 / -10.09 eV
**Gap between HOMO and LUMO (spin up / spin down)**: 6.9 / 3.7 eV
**Multiplicity**: 5

Summary of maximum force in eV Å⁻¹
0.7; 2.2; 1.3; 1.4; 1.3; 6.7; 0.5; 7.8
(order as listed above)
Summary of ΔE to the lowest compared entry with this formula, charge and spin in kcal per mole
6.70; 27.08; 9.31; 60.73; 23.48; 64.05; 0.00; 79.86
(order as listed above)